{
  "formula": "C51H69FeN3OPS2Si",
  "method": "ωB97M-V/def2-TZVPD",
  "elements": ["Fe", "S", "C", "N", "C", "C", "N", "C", "C", "C", "C", "C", "C", "C", "C", "S", "C", "C", "C", "C", "C", "C", "C", "H", "H", "H", "H", "H", "H", "H", "H", "H", "H", "H", "H", "H", "H", "H", "H", "H", "H", "C", "Si", "C", "C", "N", "C", "C", "C", "C", "C", "C", "O", "C", "C", "C", "C", "C", "C", "H", "H", "H", "H", "H", "H", "H", "H", "H", "H", "H", "H", "H", "H", "H", "H", "H", "H", "C", "C", "C", "C", "C", "C", "P", "C", "C", "C", "C", "C", "C", "C", "C", "C", "C", "C", "C", "H", "H", "H", "H", "H", "H", "H", "H", "H", "H", "H", "H", "H", "H", "H", "H", "H", "H", "H", "H", "H", "H", "H", "H", "H", "H", "H", "H", "H", "H", "H", "H", "H"],
  "positions_angstrom": [[0.14, -0.60, 0.16], [-1.49, 0.80, 1.80], [-3.06, 0.25, 1.57], [-4.09, 0.77, 2.22], [-5.42, 0.22, 2.04], [-5.33, -1.28, 1.84], [-4.40, -1.57, 0.76], [-4.73, -2.71, -0.08], [-6.00, -2.47, -0.86], [-7.12, -3.27, -0.66], [-8.26, -3.06, -1.42], [-8.30, -2.04, -2.36], [-7.19, -1.22, -2.53], [-6.05, -1.43, -1.79], [-3.30, -0.85, 0.63], [-2.17, -1.15, -0.59], [-3.97, 1.87, 3.16], [-4.21, 1.38, 4.57], [-5.31, 1.82, 5.28], [-5.56, 1.33, 6.55], [-4.72, 0.38, 7.11], [-3.61, -0.06, 6.40], [-3.35, 0.45, 5.14], [-5.91, 0.69, 1.17], [-6.00, 0.45, 2.93], [-6.31, -1.69, 1.57], [-4.97, -1.77, 2.75], [-4.86, -3.59, 0.57], [-3.90, -2.89, -0.76], [-7.09, -4.06, 0.07], [-9.12, -3.70, -1.27], [-9.18, -1.89, -2.95], [-7.22, -0.43, -3.26], [-5.18, -0.80, -1.93], [-4.70, 2.64, 2.90], [-2.96, 2.29, 3.06], [-5.97, 2.56, 4.86], [-6.42, 1.68, 7.10], [-4.93, -0.02, 8.09], [-2.94, -0.78, 6.84], [-2.48, 0.11, 4.59], [2.19, -2.30, -4.44], [1.03, -2.14, -2.93], [-0.68, -1.64, -3.65], [0.87, -3.83, -2.04], [1.44, -0.93, -1.72], [2.46, -0.07, -1.81], [3.68, -0.32, -2.48], [4.65, 0.63, -2.63], [4.46, 1.90, -2.09], [3.33, 2.17, -1.34], [2.35, 1.21, -1.16], [1.23, 1.37, -0.35], [1.17, 2.55, 0.42], [1.09, 3.80, -0.18], [1.13, 4.93, 0.62], [1.24, 4.82, 1.99], [1.24, 3.57, 2.59], [1.22, 2.43, 1.81], [1.66, -2.81, -5.24], [3.08, -2.88, -4.22], [2.49, -1.34, -4.82], [-1.13, -2.50, -4.12], [-0.56, -0.87, -4.41], [-1.37, -1.26, -2.91], [0.89, -4.62, -2.77], [-0.07, -3.91, -1.51], [1.69, -4.01, -1.34], [3.84, -1.32, -2.85], [5.57, 0.40, -3.15], [5.20, 2.67, -2.24], [3.24, 3.14, -0.87], [1.01, 3.88, -1.25], [1.10, 5.90, 0.15], [1.30, 5.71, 2.60], [1.29, 3.48, 3.66], [1.24, 1.44, 2.26], [1.34, -1.82, 6.86], [2.13, -0.68, 6.21], [1.64, -0.39, 4.78], [1.29, -1.72, 4.11], [0.01, -2.26, 4.77], [-0.06, -1.88, 6.26], [1.14, -1.61, 2.24], [2.91, -1.61, 1.58], [3.53, -0.21, 1.65], [5.00, -0.28, 1.24], [5.81, -1.02, 2.32], [4.92, -1.99, 3.10], [3.89, -2.64, 2.18], [0.47, -3.28, 1.67], [-1.04, -3.41, 1.93], [-1.63, -4.54, 1.08], [-0.70, -5.75, 1.03], [0.24, -5.75, 2.23], [1.19, -4.55, 2.17], [1.28, -1.67, 7.94], [1.83, -2.78, 6.69], [3.19, -0.94, 6.20], [2.03, 0.23, 6.81], [2.42, 0.15, 4.24], [0.76, 0.24, 4.81], [2.11, -2.42, 4.28], [-0.02, -3.34, 4.69], [-0.87, -1.85, 4.27], [-0.67, -2.60, 6.79], [-0.53, -0.90, 6.39], [2.75, -1.83, 0.51], [3.49, 0.21, 2.66], [3.00, 0.47, 0.99], [5.39, 0.73, 1.11], [5.08, -0.79, 0.28], [6.24, -0.30, 3.02], [6.63, -1.55, 1.86], [4.40, -1.47, 3.91], [5.53, -2.77, 3.55], [3.37, -3.42, 2.72], [4.42, -3.12, 1.35], [0.59, -3.20, 0.57], [-1.54, -2.46, 1.71], [-1.22, -3.64, 2.98], [-1.82, -4.18, 0.07], [-2.59, -4.82, 1.51], [-0.10, -5.74, 0.12], [-1.29, -6.67, 1.02], [0.83, -6.66, 2.24], [-0.34, -5.73, 3.15], [2.01, -4.77, 1.49], [1.60, -4.40, 3.17]],
  "multiplicity": 6,
  "total_charge": 2,
  "s_squared": 8.796,
  "e_above_lowest_kj_mol": 60.8
}

{
  "formula": "C51H72F3N7O14S4",
  "method": "ωB97M-V/def2-TZVPD",
  "elements": ["C", "C", "O", "C", "O", "C", "F", "F", "F", "H", "H", "H", "H", "H", "O", "S", "O", "O", "C", "C", "C", "H", "H", "H", "H", "H", "H", "H", "H", "O", "S", "O", "O", "C", "C", "C", "H", "H", "H", "H", "H", "H", "H", "H", "O", "S", "O", "O", "C", "C", "C", "H", "H", "H", "H", "H", "H", "H", "H", "O", "S", "O", "O", "C", "C", "C", "H", "H", "H", "H", "H", "H", "H", "H", "N", "C", "C", "C", "C", "C", "H", "H", "H", "H", "H", "N", "C", "C", "C", "C", "C", "H", "H", "H", "H", "H", "N", "C", "C", "C", "C", "C", "H", "H", "H", "H", "H", "N", "C", "C", "C", "C", "C", "H", "H", "H", "H", "H", "N", "C", "C", "C", "C", "C", "H", "H", "H", "H", "H", "N", "C", "C", "C", "C", "C", "H", "H", "H", "H", "H", "N", "C", "C", "C", "C", "C", "H", "H", "H", "H", "H"],
  "positions_angstrom": [[-3.81, -1.44, -1.69], [-2.70, -1.17, -2.62], [-3.24, -0.64, -3.87], [-2.28, -0.26, -4.70], [-1.15, -0.24, -4.41], [-2.92, 0.34, -5.98], [-1.98, 1.12, -6.57], [-3.14, -0.71, -6.86], [-4.09, 0.91, -5.76], [-3.39, -1.88, -0.83], [-4.48, -2.20, -2.12], [-4.43, -0.65, -1.41], [-2.15, -2.01, -2.94], [-2.04, -0.43, -2.22], [0.60, -1.31, 1.03], [-0.06, -0.16, 0.44], [-1.51, -0.16, 0.55], [0.64, 1.06, 1.27], [0.16, 2.46, 1.31], [0.24, 2.88, 2.76], [0.47, 0.08, -1.17], [-0.88, 2.51, 1.06], [0.80, 3.08, 0.65], [-0.03, 3.98, 2.85], [1.14, 2.74, 3.27], [-0.52, 2.37, 3.31], [1.33, -0.53, -1.33], [0.70, 1.20, -1.25], [-0.34, -0.28, -1.84], [-5.08, 4.20, 2.01], [-3.69, 4.35, 2.10], [-3.01, 4.51, 3.38], [-3.10, 3.09, 1.31], [-3.87, 1.91, 1.34], [-3.86, 1.32, 2.73], [-3.10, 5.60, 0.99], [-3.31, 1.39, 0.51], [-4.89, 2.10, 1.04], [-2.90, 1.20, 3.11], [-4.47, 0.38, 2.66], [-4.30, 2.01, 3.41], [-2.04, 5.43, 1.05], [-3.36, 6.63, 1.28], [-3.52, 5.53, -0.05], [2.46, 3.92, -4.13], [2.66, 2.52, -4.42], [2.15, 1.56, -3.49], [2.01, 2.32, -5.83], [1.77, 0.95, -6.26], [1.30, 1.02, -7.68], [4.33, 2.15, -4.65], [1.07, 0.56, -5.59], [2.68, 0.33, -6.18], [0.91, 0.02, -7.99], [2.06, 1.52, -8.28], [0.46, 1.78, -7.67], [4.58, 1.17, -4.97], [4.84, 2.31, -3.66], [4.71, 2.85, -5.33], [-2.66, -4.33, 3.11], [-1.64, -4.20, 4.13], [-2.01, -3.70, 5.43], [-0.94, -5.62, 4.36], [-0.92, -6.45, 3.16], [0.27, -7.31, 3.15], [-0.37, -3.17, 3.49], [-0.85, -5.85, 2.31], [-1.85, -7.07, 3.24], [0.26, -8.01, 4.03], [1.16, -6.71, 3.23], [0.23, -7.88, 2.19], [-0.65, -2.14, 3.23], [0.02, -3.58, 2.53], [0.48, -3.15, 4.25], [3.60, 6.12, 4.50], [2.29, 6.11, 4.87], [1.85, 6.22, 6.17], [2.72, 6.21, 7.26], [4.07, 6.32, 6.93], [4.41, 6.22, 5.55], [1.56, 6.05, 4.03], [0.80, 6.25, 6.33], [2.38, 6.12, 8.29], [4.86, 6.26, 7.71], [5.51, 6.23, 5.24], [-5.66, -2.12, 1.55], [-6.84, -2.40, 1.01], [-7.46, -3.66, 1.06], [-6.68, -4.73, 1.57], [-5.41, -4.49, 2.09], [-4.96, -3.18, 1.99], [-7.36, -1.56, 0.68], [-8.54, -3.80, 0.73], [-7.14, -5.67, 1.54], [-4.85, -5.31, 2.50], [-3.96, -2.90, 2.34], [4.73, 1.21, 0.61], [5.05, 2.11, 1.53], [4.52, 3.39, 1.70], [3.79, 3.86, 0.62], [3.48, 3.04, -0.45], [3.97, 1.73, -0.42], [5.61, 1.63, 2.37], [4.70, 3.92, 2.52], [3.53, 4.90, 0.67], [2.87, 3.28, -1.28], [3.74, 1.04, -1.22], [-1.19, 3.04, -1.69], [-2.36, 2.90, -2.27], [-2.66, 3.52, -3.45], [-1.69, 4.28, -4.12], [-0.48, 4.36, -3.57], [-0.30, 3.84, -2.26], [-3.06, 2.35, -1.70], [-3.58, 3.33, -3.91], [-1.98, 4.61, -5.13], [0.33, 4.89, -4.10], [0.68, 3.93, -1.84], [3.11, -2.87, 1.98], [2.77, -1.96, 2.86], [3.15, -2.03, 4.19], [3.87, -3.15, 4.67], [4.09, -4.17, 3.76], [3.75, -3.97, 2.46], [2.18, -1.07, 2.51], [2.93, -1.18, 4.89], [4.22, -3.20, 5.73], [4.58, -5.06, 4.04], [3.98, -4.74, 1.76], [4.85, -1.17, -4.15], [3.72, -1.85, -4.23], [3.12, -2.47, -3.10], [3.68, -2.29, -1.88], [4.81, -1.49, -1.77], [5.37, -0.97, -2.94], [3.37, -2.08, -5.17], [2.27, -3.13, -3.27], [3.27, -2.63, -0.97], [5.27, -1.12, -0.85], [6.20, -0.27, -2.92], [0.10, -4.23, -2.09], [-0.35, -3.94, -0.87], [-1.60, -4.47, -0.39], [-2.33, -5.25, -1.24], [-1.94, -5.44, -2.55], [-0.72, -4.92, -2.89], [0.30, -3.31, -0.25], [-1.88, -4.25, 0.65], [-3.18, -5.78, -0.93], [-2.45, -6.07, -3.29], [-0.34, -5.06, -3.88]],
  "smiles": "CCOC(=O)C(F)(F)F.CCOS(C)(=O)=O.CCOS(C)(=O)=O.CCOS(C)(=O)=O.CCOS(C)(=O)=O.c1ccncc1.c1ccncc1.c1ccncc1.c1ccncc1.c1ccncc1.c1ccncc1.c1ccncc1",
  "e_tot_ha": -5315.3787,
  "total_charge": 0
}

{
  "formula": "C51H74O42",
  "method": "ωB97M-V/def2-TZVPD",
  "elements": ["C", "C", "O", "C", "O", "O", "H", "H", "H", "H", "C", "C", "O", "C", "O", "O", "H", "H", "H", "H", "C", "C", "O", "C", "O", "O", "H", "H", "H", "H", "C", "C", "O", "C", "O", "O", "H", "H", "H", "H", "C", "C", "O", "C", "O", "O", "H", "H", "H", "H", "C", "C", "C", "O", "C", "O", "O", "H", "H", "H", "H", "H", "H", "C", "C", "C", "O", "C", "O", "O", "H", "H", "H", "H", "H", "H", "C", "C", "C", "O", "C", "O", "O", "H", "H", "H", "H", "H", "H", "C", "C", "C", "O", "C", "O", "O", "H", "H", "H", "H", "H", "H", "C", "C", "C", "O", "C", "O", "O", "H", "H", "H", "H", "H", "H", "C", "C", "C", "O", "C", "O", "O", "H", "H", "H", "H", "H", "H", "C", "C", "C", "O", "C", "O", "O", "H", "H", "H", "H", "H", "H", "C", "C", "C", "O", "C", "O", "O", "H", "H", "H", "H", "H", "H", "C", "C", "C", "O", "C", "O", "O", "H", "H", "H", "H", "H", "H"],
  "positions_angstrom": [[5.26, 0.54, 3.03], [5.50, 1.77, 4.00], [4.23, 2.45, 3.91], [3.50, 1.95, 2.95], [2.52, 2.47, 2.43], [4.00, 0.83, 2.48], [5.27, -0.42, 3.55], [6.08, 0.56, 2.32], [6.42, 2.29, 3.76], [5.61, 1.36, 5.01], [0.25, 4.94, -0.49], [1.04, 5.79, 0.52], [1.29, 7.00, -0.23], [0.75, 6.92, -1.46], [0.59, 7.87, -2.22], [0.22, 5.67, -1.68], [-0.76, 4.90, -0.10], [0.69, 3.94, -0.54], [1.96, 5.25, 0.70], [0.51, 5.90, 1.46], [1.66, -2.87, -1.74], [1.85, -4.02, -2.70], [3.26, -4.25, -2.63], [3.88, -3.23, -2.03], [5.06, -3.29, -1.68], [3.02, -2.32, -1.66], [1.49, -3.16, -0.70], [0.85, -2.19, -1.99], [1.33, -3.89, -3.65], [1.47, -4.89, -2.17], [-3.46, 5.05, -1.60], [-2.73, 6.24, -2.15], [-3.50, 6.65, -3.29], [-4.26, 5.65, -3.63], [-4.92, 5.54, -4.66], [-4.18, 4.73, -2.75], [-4.08, 5.44, -0.80], [-2.72, 4.34, -1.26], [-1.66, 6.18, -2.35], [-2.74, 7.00, -1.37], [-0.23, -5.38, 0.48], [-1.56, -6.03, 0.90], [-1.46, -7.28, 0.19], [-0.48, -7.28, -0.69], [-0.11, -8.21, -1.36], [0.20, -6.07, -0.64], [0.60, -5.43, 1.19], [-0.44, -4.34, 0.25], [-2.41, -5.38, 0.67], [-1.60, -6.27, 1.96], [-4.51, 0.56, 2.37], [-4.82, -0.65, 3.18], [-4.01, -1.92, 2.91], [-3.28, -2.13, 4.06], [-3.47, -1.22, 4.96], [-2.90, -1.19, 6.01], [-4.46, -0.35, 4.55], [-4.92, 0.42, 1.37], [-3.44, 0.77, 2.35], [-5.19, 1.35, 2.69], [-5.89, -0.86, 3.15], [-3.33, -1.76, 2.07], [-4.72, -2.69, 2.63], [-0.70, 1.74, 4.28], [-1.37, 3.09, 3.98], [-0.51, 4.07, 3.17], [-1.49, 4.59, 2.30], [-2.57, 3.84, 2.22], [-3.41, 3.88, 1.34], [-2.45, 2.82, 3.12], [-1.40, 1.11, 4.84], [0.21, 1.95, 4.85], [-0.32, 1.09, 3.49], [-1.72, 3.55, 4.91], [0.22, 3.46, 2.65], [-0.05, 4.81, 3.82], [2.57, -2.56, 6.01], [1.04, -2.71, 5.92], [0.34, -1.50, 5.33], [-0.17, -1.98, 4.09], [0.02, -3.36, 4.02], [-0.41, -3.99, 3.09], [0.72, -3.78, 5.09], [3.14, -2.40, 5.10], [3.05, -3.39, 6.53], [2.66, -1.68, 6.65], [0.66, -3.04, 6.89], [1.00, -0.63, 5.38], [-0.53, -1.22, 5.93], [-2.67, 2.20, -4.54], [-1.54, 3.08, -4.94], [-0.70, 3.55, -3.82], [0.69, 3.33, -4.14], [0.64, 2.45, -5.29], [1.61, 1.93, -5.77], [-0.59, 2.39, -5.78], [-3.08, 1.53, -5.30], [-3.45, 2.84, -4.12], [-2.31, 1.53, -3.76], [-1.91, 3.89, -5.58], [-0.92, 3.25, -2.79], [-0.92, 4.62, -3.78], [-1.83, -0.72, -7.08], [-1.64, -1.64, -5.86], [-0.21, -2.21, -5.70], [0.21, -1.88, -4.40], [-0.69, -1.03, -3.85], [-0.50, -0.40, -2.84], [-1.74, -0.86, -4.69], [-1.76, -1.11, -8.09], [-1.04, 0.03, -7.01], [-2.78, -0.18, -6.97], [-2.31, -2.50, -5.95], [0.47, -1.60, -6.30], [-0.01, -3.17, -6.17], [5.77, -5.48, 3.08], [5.31, -4.75, 1.86], [4.13, -5.36, 1.16], [3.28, -4.20, 0.92], [3.78, -3.10, 1.54], [3.41, -1.96, 1.48], [4.96, -3.44, 2.12], [6.72, -5.01, 3.35], [5.70, -6.56, 3.19], [5.11, -5.09, 3.87], [6.17, -4.65, 1.18], [3.61, -5.98, 1.89], [4.44, -5.98, 0.32], [2.90, 0.81, -2.42], [4.17, 1.40, -1.85], [4.81, 0.60, -0.69], [6.07, 0.06, -1.22], [6.29, 0.69, -2.40], [7.30, 0.59, -3.07], [5.18, 1.30, -2.85], [3.00, -0.17, -2.87], [2.46, 1.49, -3.16], [2.12, 0.69, -1.67], [3.81, 2.37, -1.51], [4.12, -0.20, -0.40], [4.92, 1.28, 0.16], [-1.09, -1.64, 0.41], [-0.95, -0.31, 1.21], [0.49, 0.37, 1.14], [0.14, 1.44, 0.34], [-1.16, 1.53, 0.00], [-1.63, 2.47, -0.55], [-1.82, 0.53, 0.55], [-0.86, -1.51, -0.65], [-2.08, -2.05, 0.58], [-0.34, -2.32, 0.81], [-1.24, -0.37, 2.26], [1.23, -0.38, 0.83], [0.78, 0.70, 2.13], [-5.13, 1.76, -1.55], [-5.25, 0.35, -2.12], [-3.91, -0.38, -2.30], [-4.04, -1.49, -1.39], [-5.22, -1.51, -0.71], [-5.70, -2.35, 0.06], [-5.87, -0.41, -1.10], [-4.56, 2.45, -2.17], [-4.39, 1.73, -0.75], [-6.07, 2.08, -1.10], [-5.86, 0.25, -3.02], [-2.98, 0.07, -1.96], [-3.66, -0.81, -3.27]],
  "total_charge": 0,
  "e_above_lowest_kj_mol": 456.4
}